39
Properties=species:S:1:pos:R:3:forces:R:3:mulliken_charge:R:1 method="wB97M-V/def2-TZVPD" orbital_gap_ha="0.22431 / 0.25161" e_tot_ev=-178101.5744 fmax_ev_per_a=2.47 lumo_energy_ev="-1.49 / -0.78" multiplicity=2
V 0.08785 2.15818 0.70136 1.002 1.829 1.331 0.28
S 0.23825 6.25841 2.56285 0.049 -0.413 0.070 -0.40
As 0.04114 5.00525 0.93212 -0.418 1.460 -0.290 0.39
S -1.62035 3.50882 1.25120 0.132 -0.052 -0.103 -0.29
S 1.78515 3.35535 1.04975 -0.015 -0.407 -0.083 -0.38
S 0.10433 5.80696 -0.98783 0.040 -0.279 0.159 -0.44
N 1.91723 -5.86088 0.55835 -0.048 0.053 -0.069 -0.48
C 1.32682 -4.68368 0.19422 0.038 -0.073 0.037 1.23
C 2.07204 -3.69183 -0.46615 0.043 -0.052 0.001 -0.81
C 1.48950 -2.49594 -0.81075 -0.206 -0.020 -0.047 -0.62
C 0.14078 -2.27220 -0.52024 0.265 -0.063 0.410 -0.18
C -0.61085 -3.24782 0.12562 -0.032 0.001 -0.131 -0.47
C -0.02689 -4.44985 0.46840 0.006 -0.051 0.026 -0.82
S -0.52001 -0.68696 -0.77477 0.175 -0.221 0.269 1.42
O 0.01449 -0.16957 -1.99477 0.117 0.287 -0.110 -0.73
O -1.93818 -0.73695 -0.56744 -0.101 0.051 0.047 -0.68
N 0.18363 0.22284 0.46442 -0.771 -0.604 0.136 -0.14
C -0.37212 0.17786 1.74398 -0.029 -0.987 -0.331 0.87
S -1.47987 -0.93076 2.46158 0.045 0.032 -0.054 -0.02
C -1.52060 0.07216 3.86657 -0.120 -0.129 0.102 -0.23
C -0.76244 1.16793 3.70685 0.237 0.288 -0.118 -0.72
N -0.08735 1.21806 2.50202 -0.236 -0.705 0.154 -0.13
H 2.88924 -6.02532 0.38034 0.008 0.010 0.012 0.18
H 1.40923 -6.55448 1.07260 -0.008 0.001 -0.004 0.18
H 3.11598 -3.87354 -0.69584 -0.042 0.007 0.011 0.28
H 2.06247 -1.73131 -1.31922 0.000 0.006 0.043 0.43
H -1.65873 -3.06566 0.33371 0.075 -0.001 0.000 0.62
H -0.61336 -5.21786 0.96048 0.024 0.037 -0.027 0.29
H -2.11771 -0.20353 4.72126 0.052 0.024 -0.033 0.42
H -0.63918 1.97501 4.41076 0.005 0.019 -0.016 0.41
N -1.82898 3.12990 -4.04640 0.238 0.337 0.039 -0.67
N -0.88032 2.87247 -3.08520 -0.029 -0.024 -0.288 1.27
N 0.40816 2.84929 -3.37414 -0.169 0.075 0.154 -0.95
C 0.92405 2.66644 -2.17632 -0.022 0.028 0.143 -0.38
N -0.02610 2.59207 -1.23219 -0.561 -0.020 -1.729 0.58
N -1.19770 2.72383 -1.85758 0.397 -0.114 0.344 -0.40
H -1.55343 2.66535 -4.89978 -0.124 -0.159 -0.011 0.28
H -2.73337 2.86422 -3.68392 -0.046 -0.158 -0.055 0.31
H 1.97720 2.60774 -1.97589 0.029 -0.008 0.016 0.47